# 1
The following is a DFT calculation (the ωB97M-V functional and the def2-TZVPD basis) of a cluster of 2 separate species, C3H6N2O2 in total in a non-equilibrium geometry.

SMILES string = C=C=O.CNN=O
energy above the lowest of the compared OMol25 structures with the same formula, charge and spin = 523.21 kJ/mol
E_LUMO = 0.695 eV
HOMO level = -9.2 eV

Positions of all 13 atoms, in Å:
O: 0.566845 -1.379991 -1.211522
O: -1.539315 2.167847 -0.129209
N: 0.954440 0.362490 -0.044092
N: 0.694838 -0.177627 -1.227365
C: -2.122764 0.666994 -1.937151
C: 1.248043 -0.246109 1.238503
C: -1.772225 1.496381 -1.055315
H: -1.916963 -0.440725 -1.696226
H: 0.752473 1.368952 -0.173019
H: -2.589655 0.984294 -2.851797
H: 0.603935 -1.181004 1.122870
H: 0.865113 0.408474 2.092130
H: 2.418431 -0.499739 1.281724

Cartesian forces, eV/Å:
O 0.3320 -0.6843 -0.3136
O 0.3831 0.2346 -0.4156
N 0.0021 3.2653 -0.8641
N -0.1882 -0.6544 0.9196
C -0.4797 -3.6626 -1.7578
C 0.2091 -1.4489 -0.3442
C 0.0685 1.6591 2.8517
H -0.3532 1.9813 -0.6324
H 0.7441 -0.8357 0.7477
H 0.0238 -0.1007 -0.1461
H 1.2433 0.6904 1.0124
H 0.7619 -0.9236 -1.3106
H -2.7469 0.4797 0.2530

# 2
The following is a DFT calculation (the ωB97M-V functional and the def2-TZVPD basis) of a structure of composition C29H39AgBCl2N7O2S2.

energy above the lowest of the compared OMol25 structures with the same formula, charge and spin = 182.83 kJ/mol
E_LUMO = 3.808 eV
total charge = -2
HOMO level = -1.5 eV

Positions of all 83 atoms, in Å:
Ag: 0.011989 -0.577554 -0.549921
Cl: -4.036078 -4.683522 -1.882148
Cl: -6.360236 -3.044995 -1.232849
S: 0.017687 0.510084 -3.130620
S: 0.550821 -0.637971 -5.859572
O: -2.630129 -1.927347 -1.093375
O: -4.148734 -2.127802 0.574542
N: 1.980650 1.598135 0.626243
N: -1.388260 1.228020 0.064423
N: -0.183009 0.175226 2.823429
N: 1.386782 2.008582 1.763836
N: -0.282992 -0.981814 2.122569
N: 2.216910 0.872334 -4.619645
N: -1.121216 1.913757 1.201888
C: -0.720697 -1.383423 4.292599
C: 3.588094 3.287134 -1.734807
C: 2.600508 -2.132917 0.058139
C: -2.911191 2.857799 0.311529
C: -2.031062 2.886254 1.368388
C: 3.991613 -3.501805 -1.357449
C: 3.090640 2.315157 0.494821
C: 3.118861 -3.252136 -2.406872
C: -0.976965 -3.338915 2.610580
C: -4.548382 0.901570 -1.501592
C: 0.955300 0.341350 -4.436089
C: 3.723698 -2.933546 -0.117001
C: -0.444494 -0.049803 4.126483
C: -0.780125 -3.642955 1.134257
C: -3.082322 1.264742 -1.738227
C: -2.963664 2.275501 -2.880257
C: 3.228741 3.213684 1.571848
C: 2.639987 0.957346 -6.000889
C: 3.966036 2.198128 -0.726098
C: -0.640894 -1.919423 2.989080
C: 2.172476 -0.355274 -6.619655
C: -2.463531 1.786166 -0.478998
C: 3.883192 0.821483 -1.366143
C: 1.693820 -1.852655 -0.978773
C: 2.118887 2.973478 2.350443
C: -3.704538 -2.269498 -0.566595
C: 2.000114 -2.443220 -2.211023
C: -4.611408 -3.004614 -1.627553
C: -2.419710 -3.642690 3.027265
B: -0.024342 1.592559 2.249008
H: 2.858607 0.583597 -1.649314
H: -0.238964 2.335186 3.183562
H: 2.065364 -0.274878 -7.700424
H: 2.418312 1.643898 -3.998594
H: 4.864462 -4.131441 -1.501881
H: -1.985625 3.519126 2.238636
H: 4.395148 -3.116187 0.717954
H: 5.003704 2.373875 -0.411697
H: 4.186940 0.039166 -0.675738
H: -3.106350 -2.992630 2.481697
H: -1.305111 -2.921378 0.507955
H: 1.348150 -2.262092 -3.062300
H: -2.572977 -3.482980 4.098052
H: 3.725330 1.064396 -6.051507
H: 2.175357 1.803667 -6.527252
H: 4.517355 0.770652 -2.256702
H: -0.305815 -3.985223 3.195769
H: -3.767774 3.489155 0.146861
H: -1.933106 2.600290 -3.021099
H: -3.312744 1.835237 -3.817198
H: -1.181124 -4.635040 0.907750
H: -4.528038 -2.507470 -2.587777
H: -2.551164 0.347081 -1.997241
H: -0.430009 0.766692 4.829013
H: 3.692325 4.288078 -1.310013
H: -4.660201 0.243362 -0.640283
H: 2.541186 3.162682 -2.025959
H: 4.021995 3.921562 1.750431
H: 4.212373 3.223395 -2.631908
H: -0.992030 -1.892214 5.202430
H: 2.854046 -1.171006 -6.379865
H: 1.785339 3.421670 3.271582
H: -3.574296 3.160922 -2.673111
H: -5.144566 1.803308 -1.322294
H: -2.670031 -4.681675 2.795693
H: 0.269352 -3.621871 0.852150
H: 3.306382 -3.691421 -3.383111
H: 2.420371 -1.706950 1.042258
H: -4.963257 0.400615 -2.380050

Cartesian forces, eV/Å:
Ag -0.0797 -0.0625 0.3294
Cl 0.0138 0.0311 0.0266
Cl 0.0175 0.0428 0.0238
S -0.0057 0.2113 -0.3047
S -0.0336 -0.0366 0.0132
O -0.0786 0.0569 -0.0384
O -0.1045 -0.0482 -0.0266
N -0.0300 0.0500 -0.0642
N 0.2584 -0.0824 0.0791
N 0.1498 -0.1097 0.0399
N 0.1056 -0.0776 -0.1260
N -0.2581 0.1805 0.0147
N -0.3382 0.1918 0.0099
N -0.0257 -0.0884 -0.0256
C -0.1012 0.0867 -0.0298
C -0.0755 0.0073 -0.0369
C -0.0671 -0.0310 -0.0061
C 0.0287 0.0059 0.0522
C 0.0017 0.1126 0.0214
C 0.0666 -0.0299 0.0007
C -0.1056 -0.0927 -0.0301
C -0.0464 0.0417 -0.0265
C 0.1187 -0.0052 0.0847
C -0.0477 0.0121 0.0091
C 0.2824 -0.1044 -0.0416
C 0.0143 -0.0104 0.0150
C 0.0649 0.0145 0.0655
C -0.0133 0.0183 -0.0491
C -0.0099 -0.0724 -0.0049
C -0.0155 0.0292 0.0124
C 0.0617 -0.0389 0.0139
C 0.0828 -0.1044 0.0198
C 0.0394 0.0250 0.1025
C 0.1679 -0.0988 -0.0547
C 0.0237 0.0951 -0.0943
C -0.0084 -0.0876 -0.0754
C -0.0382 0.0002 -0.0610
C -0.1080 0.0454 -0.0213
C -0.0206 0.0897 0.0726
C 0.0894 0.0403 -0.0603
C 0.0571 0.0323 -0.0057
C -0.0686 -0.0241 -0.0516
C -0.0450 0.0592 0.0751
B -0.0811 0.0684 0.0473
H -0.0838 -0.0037 -0.0279
H -0.0210 0.0109 -0.0150
H 0.0089 -0.0294 0.0029
H 0.1137 -0.0744 0.0758
H -0.0028 0.0054 0.0055
H -0.0097 0.0213 0.0035
H 0.0034 -0.0043 0.0042
H -0.0445 0.0433 0.0246
H 0.0514 -0.0699 0.0448
H -0.0035 -0.0510 -0.0635
H -0.0326 -0.0121 0.0100
H -0.0288 -0.0230 -0.0168
H 0.0212 -0.0152 0.0177
H -0.0133 -0.0097 -0.0235
H 0.0004 -0.0176 0.0338
H 0.0118 -0.0035 -0.0089
H -0.0549 -0.0248 -0.0194
H -0.0150 0.0140 -0.0021
H 0.0241 -0.0106 -0.0062
H -0.0124 -0.0086 -0.0223
H 0.0238 -0.0158 -0.0052
H 0.0296 -0.0312 0.0323
H 0.0029 0.0001 -0.0016
H 0.0092 -0.0008 0.0314
H 0.0095 -0.0096 0.0042
H 0.0287 -0.0502 -0.0155
H -0.0162 -0.0209 -0.0053
H 0.0186 0.0121 0.0129
H 0.0333 0.0105 -0.0151
H -0.0083 -0.0122 0.0194
H -0.0177 -0.0015 0.0618
H 0.0159 0.0184 0.0118
H 0.0091 -0.0003 0.0166
H 0.0070 -0.0024 0.0143
H -0.0058 0.0018 -0.0073
H 0.1180 0.0524 -0.0396
H 0.0083 -0.0110 -0.0202
H -0.0072 0.0011 0.0012
H -0.0101 -0.0206 -0.0073

# 3
The following is a DFT calculation (the ωB97M-V functional and the def2-TZVPD basis) of a cluster of 2 separate species, C6H8ClN in total in a non-equilibrium geometry.

SMILES string = C=C/C=C(/N)Cl.C#C
energy above the lowest of the compared OMol25 structures with the same formula, charge and spin = 346.55 kJ/mol
E_LUMO = 0.881 eV
HOMO level = -7.6 eV

Positions of all 16 atoms, in Å:
Cl: -0.297121 1.459797 -0.051441
N: -0.701369 -0.707906 1.297209
C: 3.060625 1.030138 -0.445425
C: 2.632726 -0.230595 -0.495386
C: -4.088089 -0.069184 -0.140618
C: 0.193572 -0.134496 0.402608
C: 1.392304 -0.773884 0.067495
C: -3.582299 0.610032 -1.013028
H: -3.407893 1.417038 -1.601907
H: -4.496164 -0.853115 0.363015
H: -1.711670 -0.407775 1.443917
H: 3.959487 1.200592 -0.885255
H: 3.303183 -1.009781 -0.816928
H: 2.662818 1.946829 -0.110002
H: -0.518217 -1.703428 1.454929
H: 1.598108 -1.774265 0.530813

Cartesian forces, eV/Å:
Cl 0.4054 -0.1487 -0.1858
N -1.2831 -0.4545 0.3141
C -0.8505 -1.0689 -0.2055
C -1.2513 0.5490 0.9101
C 1.6730 1.7995 -2.7947
C 1.5813 -1.5219 0.3075
C -1.4417 0.6848 1.1142
C -1.7417 -1.9888 2.9825
H 0.8749 1.6474 -1.5689
H -0.8504 -1.5037 1.4091
H 2.2486 -0.3631 -0.8848
H 2.8382 0.3692 -1.1759
H 0.2661 0.0532 -0.4138
H -1.3081 0.3793 0.6499
H -0.3075 0.7408 0.0108
H -0.8532 0.8264 -0.4688

# 4
The following is a DFT calculation (the ωB97M-V functional and the def2-TZVPD basis) of a structure of composition C17H21N5OPdS in a non-equilibrium geometry.

energy above the lowest of the compared OMol25 structures with the same formula, charge and spin = 253.29 kJ/mol
E_LUMO (spin up / spin down) = -1.423 / -1.424 eV
HOMO level (spin up / spin down) = -8.0 / -8.0 eV

Positions of all 46 atoms, in Å:
Pd: 0.608938 -1.134669 -0.694709
S: -0.087632 0.854353 -1.955662
O: -1.209610 0.922740 5.215835
N: 0.606686 2.429041 0.158831
N: 0.464788 -1.347052 1.424290
N: 3.781653 -0.558150 -0.508136
N: 0.806573 3.268927 -2.049692
N: -1.345201 1.967340 3.209970
C: 1.111502 -2.235677 2.184641
C: -0.199268 -0.159046 3.371227
C: -0.166957 -0.325448 1.998153
C: 1.436221 4.636577 -0.224325
C: -0.962260 0.960397 4.026105
C: 1.255819 4.429130 -1.589414
C: -0.766863 -4.161457 -1.304291
C: -2.871432 -3.030539 -2.102353
C: 0.499130 2.307670 -1.171452
C: 1.094980 3.589110 0.601581
C: -0.645882 -2.477443 -3.179887
C: -1.374243 -2.852142 -1.863810
C: 2.647205 -0.766128 -0.588357
C: -1.108787 -1.808880 -0.814844
C: 1.128794 -2.136198 3.563522
C: 1.588459 5.475995 -2.606950
C: 0.456648 -1.086457 4.166387
H: 1.821797 5.565781 0.168944
H: 0.820949 5.498511 -3.378437
H: 1.628495 -3.030010 1.665188
H: -3.331587 -2.096939 -2.428742
H: -1.944562 -1.599416 -0.139510
H: 2.532070 5.220616 -3.092215
H: 0.421014 -0.964769 5.240894
H: 0.353003 -2.076911 -2.981220
H: -3.381946 -3.371107 -1.199776
H: -3.032048 -3.774871 -2.884864
H: 1.660398 -2.874354 4.146442
H: 1.213760 3.681774 1.677046
H: 1.687302 6.461288 -2.154377
H: -0.941077 -4.952871 -2.034673
H: -0.547392 -3.336801 -3.842569
H: 0.307750 -4.067188 -1.143868
H: -1.179695 -1.675757 -3.691448
H: -0.655381 0.350339 1.311271
H: -1.880058 2.714352 3.618359
H: -1.064212 2.021628 2.241371
H: -1.237853 -4.455273 -0.364487

Cartesian forces, eV/Å:
Pd 0.4816 0.8992 0.6263
S -0.2840 -0.6656 -0.2796
O -0.0119 0.0489 -0.0651
N -0.1701 -0.1973 0.0003
N 0.3712 -0.4992 0.0997
N 0.0084 -0.1415 0.0515
N -0.1240 -0.0496 -0.0221
N -0.0338 0.0102 -0.1164
C -0.0164 0.1020 0.0524
C -0.0711 0.0445 -0.0533
C -0.0596 -0.1432 0.0145
C -0.0077 -0.0554 -0.0848
C 0.1078 -0.0890 0.0442
C -0.0097 0.0412 0.0548
C -0.0430 0.0270 0.1274
C -0.0570 -0.0795 -0.0744
C 0.5240 0.1436 0.1546
C -0.0371 -0.1010 0.0898
C -0.0028 0.2233 0.2719
C 0.1166 0.3467 -0.0878
C -0.1912 0.4265 -0.0638
C -0.4511 -0.0561 -0.8966
C -0.0138 -0.0011 0.0205
C 0.0113 0.0078 -0.0165
C 0.0074 -0.0102 0.0062
H 0.0133 0.0004 -0.0029
H -0.0028 0.0022 0.0005
H 0.0200 0.0143 -0.0041
H 0.0161 0.0045 -0.0071
H 0.0641 -0.1190 0.1588
H -0.0018 -0.0008 -0.0024
H 0.0032 -0.0096 -0.0005
H 0.0330 -0.2294 -0.0407
H 0.0085 -0.0026 0.0137
H -0.0282 0.0046 0.0037
H 0.0058 0.0070 0.0041
H -0.0366 -0.0466 0.0104
H 0.0016 -0.0017 0.0037
H -0.0209 0.0011 0.0120
H -0.1268 -0.0315 0.0088
H 0.0012 0.0134 -0.0330
H -0.0674 -0.0697 -0.0492
H 0.0055 0.0639 -0.0478
H 0.0270 0.0403 -0.0447
H 0.0299 0.1289 0.1462
H 0.0112 -0.0022 0.0164

# 5
The following is a DFT calculation (the ωB97M-V functional and the def2-TZVPD basis) of the ion C4H4N2S2 with charge -2 in a non-equilibrium geometry.

SMILES string = Cc1c([S-])cnn1[S-]
energy above the lowest of the compared OMol25 structures with the same formula, charge and spin = 0.00 kJ/mol
E_LUMO = 5.906 eV
total charge = -2
HOMO level = 1.0 eV

Positions of all 12 atoms, in Å:
S: -1.491501 -1.555454 -1.829526
S: 1.424807 2.702967 0.480930
N: 0.678174 1.659386 -0.648789
N: 0.311687 1.984071 -1.872712
C: -0.739874 -0.042105 -1.523865
C: 0.270324 -0.437518 0.777593
C: -0.487359 1.057456 -2.378285
C: -0.033104 0.358769 -0.378182
H: -0.611217 1.195692 -3.519660
H: 0.593526 -1.432797 0.497035
H: -0.516141 -0.536620 1.564498
H: 1.070787 0.187863 1.322944

Cartesian forces, eV/Å:
S -0.5815 -0.8113 -0.1589
S 0.3409 0.2947 0.2886
N -3.0863 -4.1883 0.0073
N 0.4162 1.3785 -0.4907
C 1.5473 1.7434 0.9994
C 1.1992 1.1190 2.8382
C 0.4865 0.5589 -2.6079
C 0.4917 2.1128 -1.6099
H -0.4007 -0.5925 2.0051
H 0.2193 -0.3044 0.0496
H 0.0342 -0.0175 -0.7127
H -0.6666 -1.2933 -0.6081

# 6
The following is a DFT calculation (the ωB97M-V functional and the def2-TZVPD basis) of a structure of composition C4H10NS in a non-equilibrium geometry.

energy above the lowest of the compared OMol25 structures with the same formula, charge and spin = 384.34 kJ/mol
E_LUMO = -4.623 eV
total charge = +1
HOMO level = -13.0 eV

Positions of all 16 atoms, in Å:
S: -1.832284 0.731167 -1.225642
N: 1.265636 0.062843 -0.415521
C: 2.377808 0.737063 0.345466
C: -0.091717 -0.164296 0.079668
C: 0.626890 -1.382238 -0.148817
C: -3.141244 0.206525 -0.166101
H: 2.964208 -0.025490 0.797221
H: -3.430615 -0.886454 -0.393560
H: 0.742626 -1.988683 -1.032749
H: -0.102562 0.244744 1.113904
H: 1.571856 0.191587 -1.396941
H: 1.044395 -1.852803 0.755739
H: -4.046873 0.872047 -0.163104
H: -2.780333 0.372901 0.926586
H: 1.924437 1.362523 1.106188
H: 2.907772 1.518564 -0.182338

Cartesian forces, eV/Å:
S 2.9454 -0.9904 1.5297
N 1.7659 -0.3559 -1.1189
C -1.6507 0.3901 1.2796
C -2.8299 3.1246 -1.6969
C 2.3953 0.2418 0.9612
C -0.8462 -1.0938 2.2733
H 0.8600 -0.2993 0.2231
H 0.3148 1.8466 0.6703
H -0.8043 0.0887 -0.2875
H -0.6363 -0.5506 -0.7937
H -1.5978 -0.3996 0.3351
H -0.1408 0.1664 -0.4735
H 0.9094 -0.5049 -0.6809
H -0.6323 -0.7172 -1.7412
H -0.2943 -0.3299 0.5644
H 0.2419 -0.6165 -1.0439

no.,calculated total energy (Ha)
1,-377.76006
2,-3550.96330
3,-748.21608
4,-1535.41758
5,-1060.64531
6,-610.95685